(1)
{"formula": "C3H4NiO2", "method": "wB97M-V/def2-TZVPD", "multiplicity": 4, "charge": -1, "homo_lumo_gap_ev": [6.35, 6.91], "e_tot_ha": -1775.36366, "symbols": ["O", "C", "O", "C", "C", "Ni", "H", "H", "H", "H"], "xyz": [[1.0714, -2.5275, -1.6476], [1.3612, -1.6552, -0.8433], [0.1461, -0.8515, -0.4567], [0.1719, 0.1052, 0.6429], [-0.8027, 1.2150, 0.2841], [-1.0155, 0.2828, -1.5956], [1.1992, 0.4635, 0.8187], [-0.1261, -0.4712, 1.5339], [-0.3273, 2.2074, 0.3124], [-1.6781, 1.2314, 0.9513]]}



(2)
{"formula": "C3H4O", "method": "wB97M-V/def2-TZVPD", "smiles": "C=CC=O", "relative_energy_kj_mol": 35.28, "homo_lumo_gap_ev": 10.01, "e_tot_ha": -191.89655, "symbols": ["C", "C", "C", "H", "H", "H", "H", "O"], "xyz": [[-1.0594, -0.6512, -0.0335], [-0.2800, 0.4400, -0.0282], [1.2079, 0.2734, -0.0849], [-2.1502, -0.4309, 0.1109], [-0.6311, -1.7034, -0.1263], [-0.6805, 1.4579, 0.1955], [1.6923, 1.3052, -0.0707], [1.9011, -0.6909, 0.0373]]}



(3)
{"formula": "C3H4O", "method": "wB97M-V/def2-TZVPD", "smiles": "C#CCO", "relative_energy_kj_mol": 180.59, "homo_lumo_gap_ev": 10.85, "e_tot_ha": -191.84120, "symbols": ["O", "C", "C", "C", "H", "H", "H", "H"], "xyz": [[-1.3772, 0.9516, -0.0445], [-0.8079, -0.3347, 0.0883], [0.6060, -0.3239, 0.3528], [1.7936, -0.2056, 0.1493], [-0.6748, 1.6054, -0.1686], [-1.4680, -0.9032, 0.7445], [-0.6532, -0.9547, -0.8150], [2.6822, 0.1410, 0.6009]]}



(4)
{"formula": "C3H4O", "method": "wB97M-V/def2-TZVPD", "multiplicity": 3, "relative_energy_kj_mol": 501.84, "homo_lumo_gap_ev": [6.47, 8.01], "e_tot_ha": -191.60003, "symbols": ["C", "C", "C", "O", "H", "H", "H", "H"], "xyz": [[-0.1686, 0.4358, 0.6277], [0.7239, 0.5800, -0.5507], [0.6692, -0.6973, 0.2496], [1.8224, 0.0296, 0.1186], [-0.0117, 0.9042, 1.6317], [-1.1465, 0.4831, 0.2972], [0.4467, 0.7047, -1.5657], [-0.0653, -2.0047, -0.4420]]}



(5)
{"formula": "C3H4O2", "method": "wB97M-V/def2-TZVPD", "smiles": "C=CC1OO1", "relative_energy_kj_mol": 530.27, "homo_lumo_gap_ev": 11.34, "e_tot_ha": -266.99081, "symbols": ["C", "C", "C", "O", "O", "H", "H", "H", "H"], "xyz": [[0.3346, -0.8083, -0.5499], [-0.2496, 0.2243, -0.0500], [0.5534, 1.1495, 1.0937], [1.3168, 0.6682, 2.0711], [1.9262, 1.3096, 0.9470], [-0.1780, -1.3908, -1.2132], [1.4262, -1.1738, -0.6230], [-1.1570, 0.6545, -0.1670], [-0.0159, 2.1456, 1.3761]]}



(6)
{"formula": "C3H4O2", "method": "wB97M-V/def2-TZVPD", "smiles": "C=CC(=O)O", "relative_energy_kj_mol": 93.51, "homo_lumo_gap_ev": 10.82, "e_tot_ha": -267.15716, "symbols": ["C", "C", "C", "H", "H", "H", "H", "O", "O"], "xyz": [[-0.4007, -0.7865, 0.5834], [0.3354, 0.5107, 0.2640], [0.9258, 0.4738, -0.9727], [-1.8594, 0.2415, 0.7834], [0.1482, 1.3668, 0.9282], [1.4939, 1.1761, -1.6351], [0.8849, -0.4925, -1.4731], [-1.5708, -0.6130, 1.1946], [0.0427, -1.8770, 0.3273]]}



(7)
{"formula": "C3H4O2", "method": "wB97M-V/def2-TZVPD", "relative_energy_kj_mol": 617.60, "homo_lumo_gap_ev": 9.72, "e_tot_ha": -266.95755, "symbols": ["C", "C", "C", "O", "O", "H", "H", "H", "H"], "xyz": [[1.5658, -1.1606, 1.3713], [0.7904, -0.1557, 0.8055], [-0.6435, 0.6739, -0.3272], [2.1522, 0.1536, 1.0299], [0.5942, -0.6091, 2.1990], [1.9960, -2.0871, 1.4090], [-0.0949, 1.5679, -0.4872], [-1.3242, 0.4910, 0.3801], [-0.5370, 0.0311, -1.2198]]}



(8)
{"formula": "C3H4O2", "method": "wB97M-V/def2-TZVPD", "smiles": "O[C@@]12C[C@@H]1O2", "relative_energy_kj_mol": 424.71, "homo_lumo_gap_ev": 9.55, "e_tot_ha": -267.03102, "symbols": ["C", "C", "C", "O", "O", "H", "H", "H", "H"], "xyz": [[0.9141, -0.2639, 0.3243], [0.2967, 0.8246, -0.4513], [-0.5786, -0.1225, 0.2425], [-0.3858, 1.4548, 0.6596], [-1.7038, -0.7943, 0.1513], [1.3302, -1.1860, 0.0362], [1.5198, 0.0004, 1.2417], [0.4550, 1.2117, -1.4839], [-1.8475, -1.1247, -0.7205]]}